94
Properties=species:S:1:pos:R:3:forces:R:3:lowdin_charge:R:1 method="wB97M-V/def2-TZVPD" charge=0 e_above_lowest_kj_mol=49.9 smiles="CCOC(=O)OC.CCOC(=O)OC.CN(C)C=O.CN(C)C=O.BrCCBr.BrCCBr.BrCCBr.BrCCBr.BrCCBr" spin_multiplicity=1 e_homo_ev=-9.25
C -9.514 11.795 24.437 -0.3 -1.0 0.6 -0.0468
C -10.024 11.000 25.614 0.1 0.4 1.0 -0.2101
O -10.802 11.935 26.412 0.4 -0.3 2.2 0.0022
C -10.413 12.274 27.690 1.0 0.9 -0.1 -0.4389
O -9.460 11.838 28.368 -3.2 1.0 -1.9 0.0650
O -11.243 13.365 27.988 1.3 -1.2 0.5 -0.0393
C -11.272 13.892 29.345 -0.2 -0.8 0.3 -0.0348
H -8.739 11.126 24.063 0.1 0.5 -0.8 0.0734
H -9.127 12.762 24.757 0.1 -0.2 -0.1 0.0895
H -10.382 11.907 23.788 0.5 0.2 -0.5 0.0837
H -9.250 10.517 26.211 0.2 0.5 0.2 0.0884
H -10.657 10.171 25.298 -0.4 0.3 0.0 0.1247
H -12.313 14.089 29.604 -0.1 -0.2 -0.3 0.0844
H -10.752 14.831 29.532 0.4 -0.1 -0.8 0.0900
H -10.896 13.153 30.053 0.1 -0.1 -0.1 0.0784
C -6.389 8.399 24.080 -0.6 -0.4 -1.4 -0.0527
C -6.393 8.584 25.551 1.2 -0.6 0.7 -0.2332
O -6.740 9.918 25.729 -1.7 1.7 -0.5 0.0180
C -6.379 10.657 26.743 2.7 1.1 1.8 -0.5816
O -5.546 10.362 27.599 -1.5 -0.2 -0.9 0.0820
O -6.886 11.892 26.600 -0.2 0.0 0.6 -0.0087
C -6.514 12.902 27.589 0.9 0.6 -0.7 -0.0104
H -7.405 8.474 23.693 -0.1 -0.1 0.0 0.0818
H -5.970 7.455 23.731 0.0 -0.1 0.3 0.0817
H -5.849 9.201 23.577 0.2 0.0 0.3 0.0926
H -5.389 8.421 25.943 0.0 -0.1 0.3 0.1188
H -7.117 7.989 26.107 0.1 -0.4 -0.2 0.1168
H -6.533 13.851 27.054 -0.7 -0.1 -0.2 0.0917
H -5.456 12.883 27.849 -0.1 -0.9 0.2 0.0926
H -7.138 12.969 28.480 -0.1 -0.6 -0.3 0.0820
C -6.323 4.860 26.876 0.3 0.3 0.3 -0.1087
N -6.308 3.625 26.088 -2.4 1.2 3.1 -0.1640
C -7.206 2.620 26.725 0.4 0.1 -0.6 -0.0156
C -5.370 3.419 25.198 0.6 -3.9 -1.6 -0.3382
O -5.133 2.260 24.770 0.1 2.8 0.3 -0.0330
H -6.433 4.698 27.948 -0.2 -0.7 0.0 0.0561
H -7.157 5.524 26.648 0.1 0.1 -0.4 0.0568
H -5.353 5.358 26.899 -0.1 0.3 -0.8 0.0529
H -8.255 2.916 26.695 0.0 0.5 -0.4 0.0812
H -7.162 1.643 26.244 0.5 0.2 0.1 0.0874
H -6.975 2.609 27.790 0.3 -0.5 -0.1 0.0841
H -4.916 4.363 24.858 0.4 -0.3 -0.1 0.1343
C -9.330 11.595 32.904 -1.0 0.0 0.6 -0.1413
N -8.515 12.766 32.917 -0.2 0.0 0.1 -0.1877
C -8.678 13.626 34.110 1.3 0.2 -0.9 -0.0329
C -7.576 12.848 31.914 -1.1 -0.3 2.1 -0.3627
O -6.711 13.671 31.883 1.1 1.0 -0.8 0.0330
H -9.184 11.075 33.851 -0.2 -0.4 0.0 0.0867
H -9.125 10.908 32.083 0.0 0.3 0.1 -0.0231
H -10.361 11.942 32.845 -0.4 -0.5 0.0 0.0870
H -8.316 13.154 35.023 0.3 -0.3 -0.1 0.0837
H -8.073 14.509 33.906 0.0 0.1 0.2 0.0843
H -9.688 13.941 34.372 -0.3 -0.2 -0.8 0.0829
H -7.731 11.975 31.262 0.4 0.3 -0.5 0.0964
Br -9.353 5.818 28.791 0.2 0.7 -0.1 0.5963
C -8.205 7.387 29.117 -0.5 0.5 0.7 -0.7143
C -8.875 8.769 29.170 -0.6 -1.1 -0.1 -0.5991
Br -10.378 8.751 30.526 1.0 0.2 -0.8 0.6134
H -7.390 7.389 28.393 -0.2 -0.1 0.0 -0.0049
H -7.807 7.228 30.120 0.2 -0.3 -0.2 -0.0523
H -9.332 9.084 28.232 0.0 0.0 0.2 0.0414
H -8.101 9.473 29.474 -0.3 0.1 0.1 0.0225
Br -4.643 7.176 29.227 1.3 0.0 -0.8 0.6293
C -2.908 7.399 28.170 0.1 1.2 1.1 -0.5941
C -1.817 7.866 29.161 0.0 -1.0 -0.4 -0.6892
Br -0.162 7.965 28.139 0.2 0.2 -0.2 0.6280
H -3.077 8.199 27.448 -0.4 -0.1 0.1 0.0447
H -2.589 6.507 27.631 -0.5 -0.2 0.4 0.0539
H -1.582 7.083 29.882 -0.4 0.3 0.1 0.0442
H -1.933 8.840 29.636 -0.4 -0.3 -0.2 0.0576
Br -7.220 5.345 32.290 0.3 -0.1 0.1 0.6883
C -7.445 3.996 33.679 -1.6 -0.6 -0.4 -0.7140
C -6.192 3.285 34.084 0.2 0.8 -0.3 -0.6879
Br -6.668 1.924 35.406 0.3 0.4 -0.3 0.6358
H -8.150 3.300 33.224 0.1 0.0 0.1 0.0466
H -7.990 4.477 34.491 0.4 0.0 0.1 0.0579
H -5.534 4.065 34.468 0.3 -0.6 0.5 0.0603
H -5.707 2.813 33.229 -0.1 -0.2 0.2 0.0625
Br -6.958 9.179 32.084 0.6 0.0 0.3 0.6946
C -5.116 9.247 32.901 -1.4 0.0 -0.4 -0.5784
C -4.955 7.896 33.594 1.0 0.6 -0.3 -0.6804
Br -3.003 7.695 33.950 -0.6 0.0 0.1 0.5721
H -5.210 10.119 33.547 0.3 -0.4 0.2 0.0583
H -4.483 9.511 32.054 0.2 -0.6 0.2 0.0451
H -5.223 7.036 32.981 0.1 0.4 0.0 -0.0432
H -5.481 7.854 34.548 0.2 0.1 -0.1 0.0630
Br -14.603 11.085 28.630 0.1 0.2 0.1 0.6298
C -14.060 10.041 30.186 -0.4 -1.3 -0.7 -0.7137
C -15.088 8.920 30.345 0.0 -0.2 1.4 -0.6037
Br -14.595 7.964 32.100 -0.4 0.6 -1.1 0.5069
H -13.987 10.672 31.072 -0.1 -0.1 -0.3 0.0566
H -13.113 9.587 29.895 0.1 0.4 0.3 -0.0142
H -15.141 8.098 29.631 0.6 0.4 -0.2 0.0530
H -16.107 9.293 30.445 0.2 0.1 0.4 0.0466

81
Properties=species:S:1:pos:R:3:forces:R:3:lowdin_charge:R:1 method="wB97M-V/def2-TZVPD" charge=0 e_above_lowest_kj_mol=0.0 spin_multiplicity=1 e_homo_ev=-7.44
Zr 0.035 -0.009 0.014 0.7 -0.5 -0.5 1.0070
C -2.176 1.051 0.214 -0.2 -0.4 -1.0 -0.2945
C -1.505 1.716 -0.859 -0.6 -0.4 0.1 -0.3781
C -1.358 0.748 -1.929 -0.1 0.3 0.7 -0.1721
Si -1.101 3.541 -0.711 0.9 -0.3 -0.4 0.4874
C -1.906 -0.480 -1.501 -0.1 0.2 0.8 -0.1721
C -2.413 -0.313 -0.151 -0.1 0.7 -0.3 -0.3764
Si -3.334 -1.449 1.024 0.8 -0.7 -0.3 0.4866
H -2.496 1.518 1.145 0.2 -0.2 -0.3 0.0756
H -0.836 0.931 -2.869 -0.2 -0.1 0.3 0.1137
H -1.888 -1.425 -2.045 0.0 0.4 0.1 0.1134
Cl 3.479 -1.515 0.165 0.4 -0.1 0.1 -0.0999
C -4.452 -0.564 2.207 -0.1 0.2 0.0 -0.1643
C -4.361 -2.619 0.006 -0.2 0.0 0.0 -0.1686
C -2.196 4.466 0.463 -0.2 0.0 0.1 -0.1644
C -1.274 4.307 -2.399 -0.1 0.1 -0.1 -0.1688
H -5.229 -2.047 -0.351 0.1 -0.3 0.0 0.0412
H -4.709 -3.441 0.647 0.0 0.1 -0.3 0.0416
H -3.829 -3.039 -0.858 -0.2 0.1 0.2 0.0267
H -3.920 0.097 2.894 0.0 0.0 0.0 0.0353
H -4.988 -1.313 2.803 0.1 0.1 -0.1 0.0437
H -5.193 0.028 1.656 0.0 -0.1 0.1 0.0426
H -2.352 4.372 -2.607 0.3 0.1 -0.2 0.0416
H -0.789 3.732 -3.198 -0.2 0.2 0.2 0.0264
H -0.850 5.321 -2.376 -0.2 -0.2 -0.2 0.0417
H -3.244 4.374 0.155 0.1 0.1 0.1 0.0428
H -1.922 5.527 0.430 -0.1 -0.1 0.0 0.0438
H -2.106 4.124 1.497 0.0 0.0 0.0 0.0354
C -1.978 -2.396 1.950 -0.6 0.1 0.0 -0.4207
C 0.707 3.597 -0.140 -0.4 0.4 -0.1 -0.4184
P -0.444 -2.581 0.975 0.0 -0.3 0.5 0.9516
H -2.378 -3.366 2.260 0.1 0.1 0.1 0.0375
H -1.729 -1.842 2.864 0.1 0.0 -0.2 0.0302
P 1.669 2.137 -0.672 0.3 0.5 0.2 0.9532
H 0.724 3.633 0.956 0.0 -0.1 -0.1 0.0331
H 1.156 4.527 -0.500 0.1 -0.1 0.1 0.0375
C 3.322 2.404 0.156 0.1 -0.4 -0.2 -0.5312
C 1.948 2.468 -2.495 -0.3 0.0 0.2 -0.5197
C -0.903 -3.902 -0.271 -0.2 0.3 0.0 -0.5195
C 0.723 -3.396 2.182 0.3 0.1 -0.4 -0.5325
C 1.688 -2.376 2.780 0.4 0.5 -0.3 -0.2176
H 1.309 -4.093 1.554 -0.2 0.1 0.3 0.1111
C 0.021 -4.129 3.316 0.0 -0.3 0.0 -0.1264
H -0.497 -3.415 3.960 0.0 -0.1 0.0 0.0745
H 0.784 -4.627 3.922 -0.1 0.0 0.0 0.0858
H -0.690 -4.889 2.981 0.0 0.1 0.1 0.0556
H 2.303 -1.896 1.985 -0.5 -0.3 0.6 -0.0753
H 2.399 -2.883 3.443 -0.2 0.0 0.0 0.0835
H 1.155 -1.592 3.343 0.2 -0.5 -0.1 -0.0299
H -1.732 -3.438 -0.832 0.2 -0.2 0.1 0.0714
C -1.422 -5.169 0.413 0.0 -0.3 -0.3 -0.1144
C 0.212 -4.255 -1.269 0.0 0.0 -0.1 -0.1070
H -2.300 -5.003 1.043 0.2 0.0 -0.1 0.0619
H -0.635 -5.642 1.012 -0.2 0.1 -0.1 0.0763
H -1.713 -5.885 -0.368 0.0 0.1 0.2 0.0841
H 0.332 -3.500 -2.052 0.0 -0.2 0.3 0.0538
H -0.043 -5.205 -1.761 0.1 0.2 0.1 0.0804
H 1.183 -4.381 -0.778 -0.1 0.0 -0.1 0.0800
H 0.922 2.495 -2.901 0.3 0.0 0.0 0.0712
C 2.727 1.370 -3.234 -0.1 -0.1 -0.1 -0.1072
C 2.607 3.828 -2.732 0.1 0.1 -0.3 -0.1145
H 2.034 4.674 -2.340 0.1 -0.2 0.0 0.0630
H 2.704 3.977 -3.816 0.0 0.0 0.2 0.0839
H 3.618 3.855 -2.309 -0.2 0.0 -0.1 0.0760
H 2.114 0.486 -3.448 0.2 0.3 0.1 0.0543
H 3.604 1.034 -2.671 -0.1 0.0 -0.1 0.0800
H 3.078 1.770 -4.195 0.0 -0.1 0.2 0.0800
C 3.445 1.540 1.409 -0.1 -0.7 0.1 -0.2132
C 3.596 3.857 0.528 0.2 0.1 -0.2 -0.1259
H 4.054 2.034 -0.587 -0.2 0.2 0.3 0.1114
H 2.905 4.182 1.309 0.1 0.0 -0.1 0.0744
H 3.532 4.549 -0.317 0.0 0.0 0.2 0.0556
H 4.609 3.916 0.937 -0.1 0.0 0.0 0.0857
H 2.677 1.800 2.157 0.5 0.0 -0.3 -0.0231
H 4.442 1.665 1.848 -0.2 0.1 0.0 0.0838
H 3.356 0.460 1.157 0.0 0.8 0.3 -0.0728
C 1.165 -1.070 -1.591 0.4 -0.2 -0.1 -0.4047
H 0.849 -1.279 -2.622 -0.2 0.2 0.2 0.0081
H 2.143 -0.538 -1.618 -0.7 -0.5 -0.1 -0.0921
H 1.461 -2.029 -1.109 -0.2 0.7 -0.5 -0.0919
I 0.099 0.879 2.721 -0.2 0.2 0.1 0.3807

112
Properties=species:S:1:pos:R:3:forces:R:3:lowdin_charge:R:1 method="wB97M-V/def2-TZVPD" charge=0 e_above_lowest_kj_mol=358.0 spin_multiplicity=1 e_homo_ev=-9.04
K 2.343 -1.200 4.806 -0.4 0.1 -0.4 0.9323
K -5.058 -1.750 1.064 0.4 0.0 0.4 0.9191
C -3.225 -4.124 4.955 -1.2 1.7 -0.2 -0.6764
F -3.415 -5.272 5.553 0.7 -0.4 0.4 0.1661
F -1.944 -3.883 4.658 -0.4 -0.7 -0.1 0.1280
F -3.974 -4.172 3.829 0.5 0.1 -0.5 0.0851
S -3.882 -2.741 6.057 -1.5 -2.7 1.4 0.6792
O -5.152 -3.319 6.600 2.9 1.3 -1.8 -0.3215
O -2.780 -2.586 7.002 -1.0 0.2 -1.1 -0.3134
N -4.093 -1.455 4.965 -0.3 -3.6 1.1 -0.3099
S -4.372 -0.355 6.031 -2.2 3.1 2.3 0.5262
O -5.320 -0.600 7.142 1.4 0.3 -2.5 -0.3073
O -3.128 0.223 6.427 0.5 1.2 0.0 -0.2999
C -5.267 0.929 4.899 -0.5 -2.1 1.5 -0.6210
F -6.650 0.798 4.997 1.9 -0.4 -1.3 0.0788
F -5.019 2.106 5.348 0.6 1.7 0.2 0.1744
F -4.753 0.804 3.648 -1.2 0.2 0.0 0.0748
C 1.523 0.939 -0.506 -0.5 -1.7 0.5 -0.6882
F 1.426 0.258 -1.621 0.1 -0.7 -0.6 0.1471
F 2.822 0.967 -0.158 -0.7 0.2 0.4 0.1306
F 1.059 2.123 -0.745 -0.2 1.7 0.3 0.1764
S 0.379 0.094 0.839 0.3 1.7 0.9 0.7200
O 0.596 0.939 2.039 0.0 -1.9 -1.7 -0.3485
O -1.004 0.032 0.328 2.7 0.0 0.6 -0.3127
N 1.223 -1.354 0.973 1.5 6.2 3.3 -0.3374
S 0.512 -2.415 0.266 -4.0 -6.3 -3.4 0.4990
O -0.812 -2.736 0.819 1.6 -0.3 -0.1 -0.3426
O 0.537 -2.280 -1.170 0.2 -0.6 0.3 -0.3031
C 1.713 -3.972 0.683 -0.4 0.5 -1.5 -0.5265
F 0.981 -5.056 1.014 0.8 0.9 -0.5 0.1106
F 2.511 -4.261 -0.436 -1.5 0.4 2.2 0.0669
F 2.518 -3.688 1.719 0.0 -0.2 -0.3 0.0851
C -2.406 5.837 1.199 1.0 0.1 -1.1 -0.0923
O -2.559 6.957 0.339 -0.5 1.9 -0.7 -0.1868
C -2.884 6.817 -1.057 -1.3 -2.9 1.0 -0.1589
C -4.318 6.332 -1.313 -0.1 -0.1 -0.4 -0.2385
O -5.269 7.271 -0.937 2.6 2.4 1.2 -0.1659
C -6.555 6.900 -0.881 -1.5 -2.1 -1.0 -0.1543
H -1.424 5.414 0.986 0.0 -0.6 -0.2 0.0795
H -3.183 5.079 1.096 -0.1 0.1 0.1 0.0805
H -2.275 6.174 2.227 -0.7 0.3 -0.1 0.0901
H -2.336 5.956 -1.439 0.6 0.0 -0.3 0.1147
H -2.790 7.622 -1.786 0.8 0.9 1.2 0.1290
H -4.535 5.337 -0.926 0.0 -0.1 0.7 0.1147
H -4.365 6.184 -2.392 -0.1 0.0 -0.6 0.1214
H -6.765 6.506 -1.875 -1.0 0.0 -0.4 0.0854
H -7.269 7.678 -0.610 0.5 0.2 0.0 0.0975
H -6.679 6.030 -0.236 -0.3 -0.1 0.6 0.0858
C 4.794 -0.159 -7.977 0.8 0.4 0.7 -0.0804
O 5.015 -0.595 -6.601 -0.1 -0.6 -1.1 -0.1825
C 4.449 0.158 -5.536 -1.3 0.0 -1.1 -0.2250
C 5.411 0.447 -4.403 0.7 -0.9 -0.5 -0.1549
O 5.963 -0.790 -3.855 0.2 2.2 -0.2 -0.1558
C 5.029 -1.452 -3.088 -0.5 -2.5 0.5 -0.1589
H 5.664 0.461 -8.194 -0.3 0.4 -0.4 0.0820
H 3.860 0.341 -8.232 -0.2 0.5 0.9 0.0778
H 4.796 -0.933 -8.745 0.3 -0.9 0.8 0.0754
H 3.555 -0.374 -5.210 0.0 -0.2 0.4 0.1106
H 4.028 1.061 -5.976 0.2 0.6 0.3 0.1186
H 4.980 1.067 -3.617 -0.4 -0.2 0.1 0.1216
H 6.205 1.051 -4.843 0.5 -0.4 0.2 0.1229
H 4.779 -1.188 -2.060 -0.3 1.8 -0.1 0.0825
H 5.428 -2.408 -2.750 0.6 -0.5 -0.9 0.0849
H 4.162 -1.732 -3.686 -0.4 0.3 0.3 0.0879
C -0.845 -12.026 3.941 0.1 0.7 0.3 -0.0992
O 0.303 -11.732 4.720 0.3 -0.6 0.6 -0.2029
C 0.389 -10.409 5.234 0.1 -0.1 -1.5 -0.2018
C -0.202 -10.145 6.575 -0.7 0.7 -0.4 -0.2631
O 0.430 -10.878 7.540 0.3 -2.0 1.4 -0.1470
C -0.114 -12.194 7.617 -0.4 -0.7 -0.1 -0.0987
H -0.800 -11.401 3.050 -0.2 -0.2 -0.4 0.0836
H -1.769 -11.793 4.469 -0.2 0.1 0.2 0.0831
H -0.878 -13.087 3.693 0.4 0.1 0.0 0.0898
H -0.001 -9.762 4.448 -0.2 0.5 0.1 0.1213
H 1.438 -10.144 5.365 0.2 -0.4 -0.3 0.1305
H -1.269 -10.346 6.676 -0.4 0.4 -0.4 0.1217
H 0.024 -9.099 6.781 -0.3 0.2 0.1 0.1325
H 0.004 -12.626 8.611 0.4 0.3 0.0 0.0890
H 0.207 -12.890 6.842 1.0 0.2 0.1 0.0812
H -1.181 -12.256 7.403 -0.5 0.8 0.3 0.0802
C 3.199 7.393 1.993 -0.9 1.6 -0.6 -0.1068
O 2.416 7.702 3.161 0.8 -0.7 -0.6 -0.1768
C 3.158 7.284 4.284 -1.2 1.1 2.1 -0.2042
C 2.401 7.721 5.667 0.6 -0.6 -1.3 -0.1686
O 2.027 9.093 5.764 0.6 -0.7 -0.1 -0.1893
C 3.102 10.051 5.764 -1.1 -0.2 -0.6 -0.0929
H 3.951 8.174 1.882 0.7 -0.3 0.3 0.0852
H 2.606 7.596 1.101 -0.6 -0.3 0.2 0.0834
H 3.589 6.382 1.880 0.1 -0.1 0.6 0.0858
H 4.134 7.765 4.360 0.3 0.1 -0.5 0.1042
H 3.308 6.209 4.183 0.0 -0.2 0.6 0.1111
H 2.997 7.439 6.535 0.8 0.1 -0.1 0.1054
H 1.545 7.066 5.834 -0.6 0.6 -0.5 0.1114
H 3.415 10.275 4.744 0.2 -0.2 -0.2 0.0795
H 3.978 9.764 6.345 -0.1 -0.1 0.3 0.0859
H 2.623 10.964 6.120 0.3 0.0 0.3 0.0871
C -0.532 1.819 -12.189 0.2 0.8 -0.7 -0.1434
O -0.885 0.975 -11.150 0.8 -1.0 0.9 -0.1481
C -0.074 -0.213 -11.080 0.7 1.5 -2.3 -0.2250
C -0.367 -0.992 -9.902 -0.8 -1.3 2.8 -0.2265
O -0.247 -0.213 -8.707 -1.0 0.3 1.0 -0.1846
C -0.757 -0.800 -7.468 0.8 -0.1 -0.9 -0.0794
H 0.468 2.247 -12.124 0.5 -0.4 0.3 0.0861
H -1.160 2.710 -12.196 -0.4 -0.3 0.2 0.0884
H -0.616 1.327 -13.158 -0.1 -0.1 -0.2 0.0851
H 1.007 -0.123 -11.191 0.5 1.5 0.7 0.1251
H -0.173 -0.747 -12.024 -1.0 -0.8 0.0 0.1263
H 0.351 -1.796 -9.736 0.0 -0.5 -0.7 0.1305
H -1.363 -1.426 -9.995 -0.3 -0.1 0.3 0.1277
H -1.770 -1.200 -7.471 -0.3 0.2 -0.7 0.0778
H -0.732 -0.062 -6.666 0.3 0.2 -0.4 0.0820
H -0.127 -1.640 -7.174 0.3 -0.1 0.0 0.0776